{
  "formula": "C5H14N2",
  "method": "ωB97M-V/def2-TZVPD",
  "elements": ["C", "C", "C", "C", "C", "N", "N", "H", "H", "H", "H", "H", "H", "H", "H", "H", "H", "H", "H", "H", "H"],
  "positions_angstrom": [[-2.218, 1.484, 0.159], [-0.810, 0.858, 0.357], [-0.439, 0.069, -0.971], [1.074, -0.234, -0.935], [1.356, -2.475, 0.212], [1.298, -1.002, 0.324], [0.171, 1.774, 0.864], [-2.333, 1.874, -0.863], [-2.336, 2.402, 0.745], [-2.909, 0.735, 0.542], [-0.941, 0.026, 1.057], [-1.123, -0.792, -0.918], [-0.807, 0.742, -1.758], [1.377, -0.923, -1.715], [1.752, 0.609, -0.930], [2.216, -2.746, -0.412], [1.374, -2.979, 1.172], [0.479, -2.861, -0.313], [2.201, -0.779, 0.723], [-0.046, 2.749, 0.980], [0.664, 1.468, 1.681]],
  "mulliken_charge": [-1.288, 0.451, -0.828, -0.761, -0.981, -0.319, -0.585, 0.362, 0.375, 0.309, 0.190, 0.186, 0.502, 0.401, 0.412, 0.345, 0.318, 0.294, 0.230, 0.196, 0.192],
  "e_above_lowest_ev": 1.417,
  "total_charge": 0,
  "homo_lumo_gap_ev": 9.4467,
  "smiles": "CNCC[C@H](C)N",
  "mol_weight_g_mol": 102.18
}